Record 1
Below is a molecular structure, C4H9NO2 in a non-equilibrium geometry, with properties calculated with ωB97M-V/def2-TZVPD.

Results
* HOMO: -0.2921 hartree
* ΔE to the lowest compared entry with this formula, charge and spin: 108.1 kcal per mole

Geometry (Å):
C  0.30  -0.90  -0.05
C  0.63  0.05  0.97
C  -1.91  0.87  -0.64
C  -1.40  -0.05  0.43
N  0.87  -0.67  -1.26
O  2.55  0.02  0.64
O  -2.04  -0.49  1.33
H  3.05  0.40  1.37
H  0.03  -1.91  0.23
H  1.11  -1.48  -1.82
H  1.66  -0.01  -1.14
H  0.51  -0.25  2.01
H  0.71  1.09  0.70
H  -2.98  0.77  -0.78
H  -1.66  1.90  -0.39
H  -1.43  0.65  -1.60

***

Record 2
Below is 2 unconnected molecules or ions with the total composition CH8NO in a non-equilibrium geometry, with properties calculated with ωB97M-V/def2-TZVPD.

Results
* total charge: +1
* HOMO: -0.6128 hartree
* ΔE to the lowest compared entry with this formula, charge and spin: 11.9 kcal per mole

Geometry (Å):
C  -0.32  1.66  0.20
N  -0.14  0.27  -0.37
H  0.57  1.96  0.71
H  -0.79  2.26  -0.59
H  -1.09  1.65  0.97
H  0.76  -0.20  -0.26
H  -0.29  0.20  -1.38
H  -0.76  -0.41  0.07
H  1.29  -2.50  -0.33
H  0.07  -2.77  0.65
O  0.70  -2.11  0.33

***

Record 3
Below is a molecular structure, C30H31Br2IrN3O4P in a non-equilibrium geometry, with properties calculated with ωB97M-V/def2-TZVPD.

Results
* total charge: +1
* HOMO (spin up / spin down): -0.3535 / -0.3730 hartree
* ΔE to the lowest compared entry with this formula, charge and spin: 5.6 kcal per mole
* spin multiplicity: 6

Geometry (Å):
Ir  0.34  -0.12  0.20
C  0.40  -2.73  3.71
O  -0.90  -2.39  4.20
C  -1.59  -1.28  3.90
C  -2.80  -1.16  4.55
C  -3.65  -0.08  4.30
C  -3.31  0.89  3.37
C  -2.12  0.82  2.66
C  -1.84  1.84  1.70
N  -0.88  1.79  0.83
N  -0.73  2.84  0.03
C  0.15  2.65  -0.95
O  0.76  1.55  -1.16
C  0.41  3.77  -1.87
C  -0.60  4.69  -2.17
C  -0.38  5.66  -3.13
C  0.84  5.73  -3.78
C  1.85  4.84  -3.47
C  1.63  3.85  -2.53
C  -1.18  -0.27  2.93
O  -0.05  -0.32  2.39
H  0.61  -3.69  4.17
H  1.14  -2.00  4.01
H  0.41  -2.83  2.63
H  -3.06  -1.92  5.27
H  -4.58  -0.01  4.84
H  -3.99  1.71  3.19
H  -2.49  2.71  1.69
H  -1.54  4.62  -1.64
H  -1.17  6.36  -3.38
H  1.00  6.49  -4.54
H  2.81  4.90  -3.97
H  2.41  3.13  -2.29
Br  2.50  -5.09  0.32
C  3.43  -3.46  0.26
C  4.81  -3.45  0.19
C  5.49  -2.25  0.16
Br  7.37  -2.29  0.04
C  4.81  -0.99  0.23
C  5.45  0.26  0.27
C  4.69  1.40  0.37
C  3.30  1.29  0.43
N  2.68  0.12  0.39
C  3.40  -1.00  0.29
C  2.65  -2.26  0.28
O  1.41  -2.26  0.29
H  5.35  -4.39  0.15
H  6.52  0.32  0.22
H  5.15  2.37  0.41
H  2.68  2.17  0.52
C  -3.99  -2.87  -0.03
C  -2.84  -2.06  0.57
P  -1.75  -1.20  -0.65
C  -2.96  -0.25  -1.67
C  -2.35  0.93  -2.43
C  -1.19  -2.54  -1.76
C  -0.12  -2.06  -2.75
H  -4.56  -3.33  0.78
H  -3.62  -3.66  -0.68
H  -4.67  -2.24  -0.60
H  -2.19  -2.71  1.17
H  -3.23  -1.29  1.24
H  -3.75  0.11  -1.00
H  -3.41  -0.96  -2.37
H  -2.13  1.76  -1.76
H  -3.06  1.29  -3.18
H  -1.43  0.65  -2.94
H  -2.04  -2.96  -2.30
H  -0.77  -3.33  -1.12
H  -0.56  -1.47  -3.55
H  0.40  -2.90  -3.20
H  0.62  -1.44  -2.24

***

Record 4
Below is CBrClN2O4 in the gas phase in a non-equilibrium geometry, with properties calculated with ωB97M-V/def2-TZVPD.

Results
* HOMO (spin up / spin down): -0.3926 / -0.3924 hartree
* ΔE to the lowest compared entry with this formula, charge and spin: 68.1 kcal per mole

Geometry (Å):
C  -0.04  -0.11  0.13
N  0.50  -0.13  -1.27
N  0.10  1.22  0.84
O  1.00  0.85  -1.70
O  1.10  1.81  0.49
O  0.40  -1.24  -1.83
O  -0.57  1.64  1.78
Cl  -0.90  -3.04  1.19
Br  -1.58  -1.02  0.38

***

Record 5
Below is C7H15NO3S in the gas phase in a non-equilibrium geometry, with properties calculated with ωB97M-V/def2-TZVPD.

Results
* structure (SMILES): CC(C)[C@@H](C)COOC(=O)NS
* HOMO: -0.3346 hartree
* ΔE to the lowest compared entry with this formula, charge and spin: 113.0 kcal per mole

Geometry (Å):
C  1.16  0.43  1.89
C  1.71  0.22  0.37
C  1.82  1.74  -0.23
C  0.60  -0.52  -0.54
C  1.03  -0.62  -2.11
C  0.14  -1.95  0.04
O  -1.32  -2.02  0.14
O  -1.74  -1.53  1.34
C  -2.47  -0.32  1.15
O  -2.39  0.64  1.97
N  -3.33  -0.15  -0.06
S  -4.01  1.48  -0.04
H  0.39  1.27  1.84
H  2.00  0.78  2.58
H  0.62  -0.49  2.29
H  2.73  -0.29  0.34
H  2.42  2.43  0.45
H  2.28  1.70  -1.27
H  0.74  2.13  -0.27
H  -0.32  0.19  -0.54
H  0.33  0.02  -2.77
H  0.88  -1.70  -2.49
H  2.10  -0.24  -2.25
H  0.64  -2.21  1.05
H  0.48  -2.78  -0.69
H  -2.65  -0.12  -0.84
H  -3.85  1.94  -1.36

***

Record 6
Below is C2H6N4O in the gas phase in a non-equilibrium geometry, with properties calculated with ωB97M-V/def2-TZVPD.

Results
* structure (SMILES): N/N=C\NNC=O
* HOMO: -0.3316 hartree
* ΔE to the lowest compared entry with this formula, charge and spin: 78.6 kcal per mole

Geometry (Å):
N  -1.95  -0.70  -0.12
N  -1.73  0.62  -0.48
C  -0.63  1.12  -0.09
N  0.28  0.65  0.81
N  0.82  -0.59  0.32
C  2.06  -0.52  -0.26
O  2.77  0.50  -0.33
H  -2.90  -0.87  -0.53
H  -2.08  -0.89  0.92
H  -0.48  2.15  -0.53
H  1.10  1.36  0.73
H  0.24  -1.42  0.15
H  2.49  -1.42  -0.62

***

Record 7
Below is 3 unconnected molecules or ions with the total composition C3H15N2O3 in a non-equilibrium geometry, with properties calculated with ωB97M-V/def2-TZVPD.

Results
* total charge: +1
* HOMO: -0.4811 hartree
* ΔE to the lowest compared entry with this formula, charge and spin: 85.5 kcal per mole

Geometry (Å):
N  -0.81  -0.98  -0.06
C  -0.41  -0.40  1.33
C  0.04  -1.45  2.28
O  -1.14  -1.97  2.82
C  0.44  0.92  0.89
N  -0.58  2.03  0.90
H  0.11  -1.37  -0.52
H  -1.27  -0.25  -0.59
H  -1.59  -1.77  0.01
H  -1.56  -0.25  1.71
H  0.68  -1.16  3.05
H  0.48  -2.37  1.85
H  -1.00  -1.96  3.72
H  1.27  1.05  1.73
H  0.65  0.70  -0.12
H  -0.24  2.94  1.21
H  -0.98  2.06  -0.03
H  1.67  2.14  -3.74
H  1.54  2.70  -5.16
O  1.39  1.80  -4.67
H  0.29  -0.10  -2.86
H  1.51  -0.70  -2.14
O  0.72  -0.27  -2.01

***

Record 8
Below is a molecular structure, C4H9NO in a non-equilibrium geometry, with properties calculated with ωB97M-V/def2-TZVPD.

Results
* HOMO: -0.3269 hartree
* ΔE to the lowest compared entry with this formula, charge and spin: 89.7 kcal per mole

Geometry (Å):
C  -0.03  -0.07  0.12
C  1.08  0.35  1.03
C  -1.20  -0.80  0.72
C  -0.32  0.77  -1.02
O  0.73  -1.27  -1.08
N  -0.77  1.96  -1.12
H  1.58  -1.72  -1.17
H  -0.82  2.24  -2.10
H  0.22  0.01  -1.82
H  1.45  -0.48  1.63
H  0.69  1.12  1.72
H  1.90  0.80  0.47
H  -0.87  -1.66  1.30
H  -1.74  -0.11  1.38
H  -1.89  -1.14  -0.06